66
Properties=species:S:1:pos:R:3:lowdin_charge:R:1 method="wB97M-V/def2-TZVPD" spin_multiplicity=5 gap_ha="0.285 / 0.175" s_squared=6.035 total_charge=+3
Ru -0.44 -0.58 -0.57 1.2796
C 4.33 1.09 3.88 -0.1472
Si 3.33 -0.51 3.67 0.6138
C 1.79 -0.49 4.81 -0.1927
C 4.24 -2.17 4.04 -0.1468
C 2.97 -0.68 1.77 -0.1846
C 4.06 -0.95 0.93 -0.0072
C 3.89 -1.14 -0.43 0.0377
C 2.61 -1.05 -0.96 -0.0617
N 1.56 -0.76 -0.20 -0.1731
C 1.73 -0.58 1.14 -0.6895
S 0.22 -0.20 1.91 0.8225
H 4.65 1.20 4.91 0.0483
H 3.75 1.98 3.63 0.0368
H 5.23 1.10 3.26 0.0349
H 2.10 -0.68 5.84 0.0488
H 1.07 -1.25 4.52 0.0069
H 1.32 0.49 4.78 0.0222
H 4.44 -2.24 5.10 0.0457
H 5.18 -2.19 3.51 0.0296
H 3.65 -3.04 3.74 0.0377
H 5.05 -0.99 1.35 0.1280
H 4.73 -1.35 -1.07 0.1385
H 2.43 -1.19 -2.02 0.1331
N -0.27 1.45 -0.86 0.0568
C -0.19 2.61 -0.97 -0.1621
N -0.05 3.88 -1.08 -0.0606
C -0.42 4.77 0.01 -0.0676
C -1.63 5.62 -0.45 -0.1638
O -1.30 6.29 -1.62 -0.0930
C -0.99 5.45 -2.69 -0.1632
C 0.22 4.55 -2.33 -0.0678
H 0.42 5.45 0.21 0.1505
H -0.65 4.21 0.92 0.1382
H -1.86 6.37 0.31 0.1480
H -2.50 4.96 -0.58 0.1351
H -0.74 6.09 -3.53 0.1486
H -1.85 4.82 -2.96 0.1318
H 1.10 5.18 -2.21 0.1485
H 0.39 3.83 -3.13 0.1386
C -5.53 -2.31 0.27 0.0216
C -4.47 -1.54 -0.40 -0.2315
C -4.50 -0.86 -1.62 0.0748
C -3.24 -0.31 -1.80 -0.3023
N -2.46 -0.63 -0.75 -0.1350
N -3.23 -1.37 0.09 0.0591
C -2.73 0.53 -2.91 -0.0143
H -6.48 -1.80 0.18 0.1112
H -5.30 -2.50 1.32 0.0978
H -5.66 -3.28 -0.23 0.1125
H -5.33 -0.80 -2.29 0.1391
H -2.87 -1.70 0.98 0.1190
H -3.18 0.22 -3.86 0.1038
H -1.64 0.47 -2.97 0.0463
H -3.01 1.58 -2.75 0.0969
Br -0.70 -3.55 1.41 0.8559
C -0.46 -3.77 -0.46 -0.6837
C -0.32 -5.04 -0.99 -0.0502
C -0.22 -5.18 -2.37 0.0202
C -0.28 -4.03 -3.16 0.0023
C -0.39 -2.80 -2.54 -0.1155
N -0.47 -2.66 -1.21 -0.1248
H -0.28 -5.90 -0.34 0.1271
H -0.10 -6.16 -2.81 0.1422
H -0.26 -4.10 -4.23 0.1326
H -0.43 -1.88 -3.13 0.1154

12
Properties=species:S:1:pos:R:3:lowdin_charge:R:1 method="wB97M-V/def2-TZVPD" spin_multiplicity=1 gap_ha="0.288 / 0.241" de_lowest_kcal_mol=156.75 total_charge=+1
C 0.04 0.96 0.15 -0.0548
C 2.12 -0.38 0.09 -0.2642
C -0.84 -0.06 0.19 0.1924
C 1.42 0.90 -0.10 0.0056
C -2.04 -0.79 -0.08 0.0053
N 1.62 -1.46 0.34 0.2737
H -0.42 1.94 0.07 0.1671
H 3.13 -0.14 -0.05 0.1163
H 2.03 1.87 -0.03 0.1597
H -2.67 -1.04 0.71 0.0821
H -1.69 -1.71 -0.57 0.1441
H -2.71 -0.10 -0.72 0.1729

14
Properties=species:S:1:pos:R:3:lowdin_charge:R:1 method="wB97M-V/def2-TZVPD" spin_multiplicity=1 gap_ha="0.317 / 0.315" de_lowest_kcal_mol=131.60
C -1.06 -0.97 0.61 -0.0135
C 1.21 0.02 -0.40 -0.4502
N -0.39 1.69 0.00 -0.0291
N 0.44 0.72 0.61 -0.0632
O -1.90 -0.61 -0.47 -0.0515
O 1.86 -1.07 0.03 -0.0041
H -0.35 -1.75 0.68 0.0728
H -1.66 -0.58 1.37 0.0706
H 0.58 -0.22 -1.31 0.1184
H 1.89 0.74 -0.82 0.1089
H -0.62 2.33 0.71 0.0529
H -1.21 1.30 -0.48 0.0618
H -1.30 -0.92 -1.12 0.0542
H 2.50 -0.69 0.59 0.0720